No. 1
Entry from OMol25: C33H56N8O3PSY as an isolated structure (ωB97M-V with the def2-TZVPD basis set).

highest occupied orbital energy = -12.39 eV
strongest force on any atom = 0.013 hartree/bohr
charge = +2
frontier orbital gap = 8.0349 eV
LUMO level = -4.36 eV
relative energy (zero: lowest compared OMol25 entry of this formula, charge and spin) = 6.4 kcal per mole

Last column: Mulliken charge in e.
Geometry (Å):
Y -0.47241 0.00296 -0.36332  -0.224
C -0.67538 2.69230 2.45242  -0.911
C -0.83414 1.26580 2.97889  -0.397
N -0.13950 0.20644 2.20361  0.565
C 1.26419 0.01151 2.61237  -0.940
C 2.22787 0.81462 1.76641  -0.919
N 2.08938 0.44741 0.34250  0.014
C 2.97537 1.28446 -0.50573  -0.823
C 2.27044 2.50513 -1.07855  -0.455
C 1.51791 2.22650 -2.37807  -0.781
N 0.17293 1.60868 -2.22772  -0.344
C -0.91172 2.61531 -2.30808  -0.764
C -1.09045 3.35875 -0.99781  -1.008
N -1.44130 2.40335 0.06673  0.562
C -1.67938 3.06437 1.37692  -0.903
H 0.33853 2.86572 2.08581  0.085
H -0.81724 3.37846 3.28945  0.476
H -1.89659 1.00511 2.99090  -0.065
H -0.48809 1.22079 4.01513  0.694
H -0.63588 -0.65506 2.42313  -0.311
H 1.49767 -1.05146 2.50567  0.233
H 1.40900 0.26319 3.66681  0.519
H 3.25040 0.63104 2.11111  0.480
H 2.04960 1.88427 1.86539  0.545
H 2.44643 -0.50137 0.27157  -0.319
H 3.34987 0.66568 -1.32389  0.308
H 3.84690 1.59304 0.07731  0.503
H 3.01786 3.27260 -1.28513  0.475
H 1.60167 2.92251 -0.32058  -0.076
H 2.12220 1.55158 -2.98758  0.466
H 1.41780 3.15312 -2.94861  0.389
H 0.03855 0.98337 -3.01677  0.083
H -1.83917 2.09283 -2.55729  0.291
H -0.70558 3.33845 -3.10136  0.528
H -1.87744 4.10806 -1.12407  0.539
H -0.18335 3.89731 -0.72303  0.516
H -2.33727 2.01264 -0.21637  -0.041
H -2.67911 2.78434 1.71851  0.302
H -1.68888 4.14765 1.23945  0.537
C -3.61919 -1.30219 -3.15893  -0.654
S -1.94645 -1.89656 -3.35506  0.370
C -1.69901 -1.37900 -5.04203  -1.214
O -1.01938 -0.99603 -2.54535  -0.654
H -4.22070 -1.78968 -3.92683  0.613
H -3.63391 -0.21889 -3.26490  0.261
H -3.97438 -1.58989 -2.17320  -0.053
H -2.36351 -1.96502 -5.67702  0.502
H -0.66420 -1.58976 -5.30465  0.348
H -1.91645 -0.31464 -5.13077  0.329
C 3.80777 -4.09101 -0.59868  -1.071
N 2.67372 -4.44861 0.25137  0.191
C 1.86049 -5.44941 -0.44160  -0.642
N 1.41494 -5.01659 -1.76621  0.208
C 2.58555 -4.64799 -2.56063  -1.014
N 3.41377 -3.62022 -1.92761  0.184
C 2.73922 -2.33607 -1.87605  -1.188
P 1.15560 -2.40989 -0.87479  3.192
C 1.88578 -3.28107 0.61185  -0.695
C 0.45152 -3.93183 -1.69439  -1.312
H 4.43155 -4.97546 -0.72581  0.299
H 4.40246 -3.32052 -0.10342  0.395
H 0.98967 -5.69022 0.16796  0.095
H 2.46019 -6.35165 -0.56242  0.373
H 2.26194 -4.29816 -3.54274  0.394
H 3.19899 -5.53825 -2.69846  0.322
H 2.49323 -2.00993 -2.89004  0.322
H 3.41825 -1.59238 -1.44912  0.385
H 1.06027 -3.57232 1.26286  -0.328
H 2.51864 -2.58831 1.17668  0.656
H 0.13647 -3.66796 -2.70520  0.545
H -0.43364 -4.24872 -1.13793  0.147
C -2.55602 -5.82129 0.78693  -2.262
C -2.23741 -4.75124 1.79938  1.296
C -1.08746 -4.86406 2.57220  -0.907
C -0.78016 -3.91639 3.53801  -1.061
C -1.61261 -2.82655 3.70539  -0.508
C -2.76666 -2.69981 2.93607  0.110
N -3.59479 -1.58263 3.23342  0.218
C -4.43855 -0.82219 2.44092  0.450
C -5.62688 -0.39884 3.06834  -0.801
C -6.56161 0.37676 2.42912  -0.808
C -6.36227 0.77578 1.10546  -0.959
C -5.19651 0.41234 0.48529  -1.518
C -4.20535 -0.36598 1.12249  0.668
C -2.95094 -0.50829 0.37674  2.232
O -2.76966 0.17463 -0.69028  -0.721
O -1.95816 -1.19945 0.78248  -0.227
C -3.11656 -3.67487 2.00102  1.245
C -4.41667 -3.61500 1.24384  -1.640
H -1.70489 -6.48564 0.64473  0.375
H -2.82416 -5.39365 -0.18107  0.386
H -3.39859 -6.43731 1.10840  0.535
H -0.44839 -5.72947 2.44679  0.557
H 0.09400 -4.03862 4.16585  0.470
H -1.40073 -2.07777 4.46257  0.463
H -3.84881 -1.54312 4.20856  0.271
H -5.81078 -0.72899 4.08440  0.489
H -7.46355 0.66293 2.95469  0.437
H -7.10611 1.36284 0.58541  0.476
H -5.00542 0.73214 -0.52997  0.536
H -5.18869 -3.10208 1.81432  0.350
H -4.78095 -4.61578 1.02368  0.572
H -4.31757 -3.08639 0.28927  0.141

Forces on the atoms, in the same order (eV/Å):
Y 0.376 0.487 -0.303
C 0.012 -0.081 -0.046
C -0.014 0.017 -0.043
N 0.111 -0.012 -0.103
C -0.019 0.034 -0.011
C -0.012 0.009 0.002
N -0.060 0.058 -0.120
C 0.001 -0.015 0.006
C -0.059 -0.079 0.012
C -0.007 -0.002 0.024
N 0.083 0.080 -0.049
C 0.055 0.063 0.111
C 0.014 -0.042 -0.024
N 0.013 0.014 0.055
C 0.008 0.006 0.003
H -0.009 0.037 0.036
H -0.008 -0.012 0.008
H -0.010 0.002 0.001
H 0.003 -0.016 0.023
H -0.022 -0.029 0.000
H -0.003 -0.009 0.011
H -0.007 -0.019 0.019
H 0.018 0.025 -0.006
H -0.012 -0.002 -0.014
H -0.001 -0.012 0.039
H 0.001 0.011 -0.014
H 0.007 -0.012 0.010
H 0.005 -0.011 -0.017
H 0.038 0.043 -0.008
H 0.020 0.014 -0.019
H -0.014 0.018 0.000
H -0.011 -0.029 0.023
H -0.004 -0.012 0.010
H -0.044 -0.040 -0.071
H 0.002 0.032 0.010
H 0.013 -0.006 0.006
H 0.002 -0.025 -0.013
H -0.014 0.032 0.013
H 0.009 0.003 -0.021
C 0.042 0.036 0.036
S 0.010 -0.123 0.070
C 0.000 0.024 -0.016
O 0.087 0.244 0.129
H 0.003 0.010 0.006
H -0.034 -0.008 -0.014
H 0.004 0.013 -0.001
H 0.021 0.021 -0.013
H -0.010 0.000 -0.004
H 0.011 -0.013 -0.022
C -0.020 0.024 0.006
N -0.025 -0.014 -0.036
C 0.002 0.036 -0.014
N 0.043 0.000 0.005
C -0.022 0.019 0.011
N 0.006 -0.049 -0.007
C -0.172 0.035 0.025
P 0.248 -0.493 0.162
C -0.008 0.072 -0.116
C 0.027 0.123 0.061
H 0.008 -0.014 -0.002
H 0.005 0.002 0.000
H -0.039 -0.002 0.039
H 0.010 -0.003 -0.004
H 0.003 0.004 0.001
H 0.006 -0.010 0.004
H 0.031 0.014 -0.020
H 0.020 -0.006 -0.002
H -0.045 -0.050 0.091
H 0.017 -0.011 0.003
H -0.035 -0.007 -0.001
H -0.027 -0.025 0.005
C 0.019 0.039 0.015
C -0.031 -0.012 -0.007
C 0.029 0.007 -0.012
C 0.036 -0.025 -0.003
C 0.021 0.061 0.034
C -0.098 0.026 -0.065
N 0.138 0.090 -0.061
C -0.025 -0.051 0.023
C 0.006 0.014 0.019
C -0.009 0.016 0.008
C -0.030 0.013 0.001
C 0.017 -0.038 -0.020
C -0.051 -0.008 -0.001
C -0.088 0.009 0.011
O -0.268 -0.028 -0.023
O -0.382 -0.370 0.265
C 0.004 -0.032 -0.093
C 0.030 0.003 0.052
H 0.007 -0.005 0.002
H 0.001 -0.011 -0.018
H 0.001 0.014 0.001
H 0.030 -0.016 -0.020
H -0.011 0.009 -0.017
H 0.007 -0.009 -0.025
H -0.006 -0.006 0.009
H -0.014 0.007 -0.014
H 0.008 -0.014 -0.004
H 0.010 -0.003 0.014
H 0.007 -0.009 0.016
H -0.003 -0.022 -0.015
H -0.009 -0.004 -0.002
H 0.028 -0.013 0.009


No. 2
Entry from OMol25: a 6-piece molecular cluster, C33H57Cl15N3O5 overall in a non-equilibrium geometry (ωB97M-V with the def2-TZVPD basis set).

highest occupied orbital energy = -11.12 eV
strongest force on any atom = 0.039 hartree/bohr
charge = +1
frontier orbital gap = 8.6132 eV
LUMO level = -2.50 eV

Last column: Mulliken charge in e.
Geometry (Å):
C 10.14302 -1.03238 0.62198  -0.865
C 8.65372 -1.11825 0.87698  -0.306
O 7.97893 -0.13180 0.05537  -0.219
C 6.74286 -0.45634 -0.38978  0.505
O 6.48522 -0.39469 -1.57659  -0.576
C 5.72855 -0.80552 0.66476  -1.226
C 4.33973 -1.02051 0.06062  -0.309
C 3.66155 0.31542 -0.21900  -1.661
C 2.14931 0.31219 -0.54309  1.145
C 1.45422 -1.02102 -0.31074  -1.342
C -0.09194 -0.96293 -0.42141  1.059
C -0.62992 -1.85875 -1.51379  0.221
C -0.39221 -3.33657 -1.16313  -1.139
C 0.51649 -4.12176 -2.11286  -0.645
C 0.15992 -4.05069 -3.59137  -0.493
O 0.90938 -3.05583 -4.28073  -0.539
N -0.49850 0.45829 -0.59848  1.164
C 0.12886 1.27972 0.26998  -0.895
N -0.48619 1.94285 1.22268  0.074
C -1.91227 1.95963 1.54061  -0.242
C -2.20058 1.20266 2.83258  -1.084
C -3.69462 0.85438 2.98344  1.195
C -4.24212 1.43661 4.28959  -1.660
C -3.90503 -0.65950 2.99942  -2.101
C -3.24755 -1.37992 1.80401  1.559
C -4.00659 -2.61000 1.42611  -1.029
C -4.55265 -2.92325 0.23330  1.039
C -4.37287 -2.13131 -1.02699  -0.405
C -5.42661 -4.13576 0.07679  -1.629
N 1.49940 1.43350 0.19717  0.275
C 1.87278 2.76306 -0.38273  -1.129
C 0.89851 3.32312 -1.40547  -0.418
O 1.52808 4.45061 -2.01585  -0.422
C 1.79088 4.32961 -3.36797  0.900
C 3.24074 4.14371 -3.64644  -1.016
O 0.89289 4.39735 -4.18439  -0.535
H 10.28591 -0.43173 -0.27088  0.105
H 10.68345 -0.59007 1.45088  0.290
H 10.53522 -2.02452 0.42306  0.303
H 8.29022 -2.10116 0.58301  0.405
H 8.40083 -0.97899 1.92607  0.302
H 6.03975 -1.71829 1.17033  0.588
H 5.70043 -0.01332 1.41142  0.387
H 3.77325 -1.62972 0.75726  0.473
H 4.47716 -1.54589 -0.88113  0.311
H 3.79426 0.95547 0.65458  0.394
H 4.19229 0.79100 -1.04016  0.572
H 2.06202 0.54742 -1.60863  0.348
H 1.70874 -1.44613 0.65525  0.452
H 1.83297 -1.68622 -1.08203  0.096
H -0.50439 -1.28647 0.53636  -0.423
H -0.12772 -1.58356 -2.43691  -0.036
H -1.69647 -1.66847 -1.63535  0.020
H -1.34774 -3.85317 -1.09990  0.545
H 0.04692 -3.40116 -0.16642  0.380
H 0.43420 -5.16887 -1.82276  0.469
H 1.55714 -3.82562 -1.99417  0.276
H 0.40259 -5.00544 -4.05219  0.399
H -0.91337 -3.89427 -3.71523  0.237
H 0.34044 -2.32278 -4.51871  0.233
H -1.49990 0.62682 -0.72789  -0.753
H 0.11358 2.49150 1.82076  0.366
H -2.17971 3.00533 1.68543  0.448
H -2.50979 1.59796 0.71096  -0.330
H -1.90863 1.84950 3.65842  0.618
H -1.55994 0.32505 2.87994  0.414
H -4.26563 1.28677 2.15917  0.255
H -4.42104 2.50677 4.21446  0.345
H -3.50939 1.29603 5.08366  0.545
H -5.14826 0.92135 4.58948  0.111
H -4.97657 -0.84159 2.92671  0.654
H -3.54463 -1.05555 3.94790  0.327
H -3.19949 -0.66974 0.97697  -0.650
H -2.21670 -1.63736 2.06015  0.227
H -4.13070 -3.32357 2.23460  0.330
H -5.33614 -1.89110 -1.47411  0.594
H -3.82771 -1.20908 -0.85633  -0.714
H -3.83517 -2.74177 -1.75366  0.281
H -5.69587 -4.54853 1.04256  0.385
H -6.32953 -3.85489 -0.46231  0.370
H -4.92364 -4.89686 -0.52011  0.313
H 2.83994 2.67086 -0.86284  0.456
H 1.99550 3.46991 0.43503  0.372
H 0.66292 2.56578 -2.15392  0.623
H -0.00842 3.70075 -0.93736  0.118
H 3.51029 3.11562 -3.40921  0.191
H 3.81327 4.79758 -2.99487  0.374
H 3.44076 4.35536 -4.68759  0.353
C -1.43332 0.07873 -6.45781  -0.061
Cl 0.20135 0.40219 -7.01075  -0.108
Cl -2.12015 -1.30438 -7.29189  -0.112
Cl -1.45957 -0.19190 -4.70167  0.031
H -2.04552 0.94663 -6.66484  0.289
C -3.56019 2.70046 -2.35687  0.418
Cl -3.57688 1.08243 -1.57877  -0.070
Cl -3.49953 2.51484 -4.09301  -0.086
Cl -4.95516 3.62704 -1.84592  -0.109
H -2.66781 3.21560 -2.02462  -0.159
C -8.51515 1.75397 3.82273  -0.067
Cl -8.08949 0.41115 4.88955  -0.116
Cl -8.95545 3.18201 4.74513  -0.120
Cl -7.17066 2.09851 2.72983  -0.063
H -9.36751 1.45187 3.23042  0.359
C -6.79093 0.06242 8.41123  0.372
Cl -6.86334 1.50679 9.41430  -0.123
Cl -5.19774 -0.09795 7.65906  -0.120
Cl -7.19266 -1.37920 9.33772  -0.119
H -7.52125 0.17021 7.62232  -0.023
C 9.61339 1.97960 -1.97691  0.753
Cl 10.40984 2.76257 -0.60875  -0.129
Cl 8.47488 3.08352 -2.75273  -0.145
Cl 10.79840 1.37991 -3.13461  -0.128
H 9.05161 1.13613 -1.59750  -0.359

Forces on the atoms, in the same order (eV/Å):
C -0.140 0.025 -0.109
C -0.198 -0.235 0.110
O 0.084 -0.126 -0.170
C -0.116 0.289 -1.229
O 0.295 0.142 1.341
C -0.430 -0.289 -0.287
C 0.271 0.206 -0.031
C -0.172 0.172 0.269
C 0.223 0.257 -0.445
C -0.413 0.154 0.066
C 0.560 0.030 -0.049
C -0.017 0.179 0.070
C 0.186 -0.027 -0.135
C -0.344 -0.093 0.081
C 0.101 0.030 -0.004
O 0.088 0.092 0.123
N -0.330 -0.013 0.044
C 0.183 0.254 0.421
N -0.075 0.277 -0.524
C -0.028 0.272 0.271
C -0.105 0.400 -0.167
C 0.160 -0.177 0.743
C 0.336 -0.035 -0.036
C -0.068 0.136 -0.696
C 0.026 0.113 0.191
C -0.255 -0.355 -0.956
C 0.283 0.245 0.933
C -0.071 -0.098 0.262
C 0.312 0.160 -0.048
N -0.179 -0.663 -0.560
C 0.037 0.184 0.801
C 0.094 0.320 -0.346
O 0.206 -0.342 0.214
C -1.599 0.297 -1.182
C -0.079 0.308 -0.060
O 1.386 -0.343 1.299
H 0.250 0.045 -0.051
H 0.080 0.115 0.019
H 0.178 -0.056 0.049
H -0.080 -0.082 -0.057
H -0.064 0.186 0.078
H 0.169 -0.026 0.093
H 0.187 0.063 0.126
H -0.154 -0.083 -0.016
H -0.176 -0.315 0.008
H 0.006 0.044 0.121
H 0.133 0.062 -0.042
H -0.222 -0.113 -0.136
H 0.147 0.040 0.110
H 0.075 -0.193 0.039
H -0.152 -0.069 0.043
H 0.011 0.007 -0.233
H -0.050 0.045 -0.098
H -0.149 0.003 0.020
H -0.061 -0.048 0.161
H 0.184 -0.094 0.147
H 0.144 -0.011 -0.055
H 0.012 -0.063 -0.120
H -0.117 0.030 -0.070
H -0.143 0.103 -0.132
H 0.361 -0.350 0.361
H 0.095 0.062 0.017
H -0.149 0.095 -0.146
H 0.178 -0.139 -0.065
H 0.156 -0.020 0.124
H -0.054 -0.203 0.002
H 0.026 -0.054 -0.227
H -0.149 0.087 0.003
H 0.017 -0.115 0.133
H -0.211 0.141 0.025
H -0.122 -0.049 0.255
H -0.026 -0.150 0.093
H -0.003 -0.023 -0.202
H 0.101 -0.048 -0.021
H -0.216 0.017 0.090
H -0.084 0.088 -0.044
H 0.049 -0.100 -0.053
H 0.095 0.026 -0.141
H -0.048 -0.157 0.055
H -0.168 -0.065 0.015
H -0.012 -0.131 -0.038
H 0.145 -0.193 0.065
H 0.061 0.166 0.001
H -0.228 -0.006 -0.074
H -0.219 -0.208 0.019
H 0.062 -0.130 -0.019
H 0.121 0.035 0.008
H 0.128 -0.075 -0.151
C 0.057 -0.071 -0.053
Cl 0.031 0.041 0.038
Cl -0.061 -0.031 -0.024
Cl 0.107 -0.113 0.085
H -0.009 0.022 0.027
C -0.012 -0.046 0.008
Cl -0.248 0.258 -0.257
Cl -0.064 0.159 -0.051
Cl -0.025 0.004 0.060
H 0.047 -0.027 -0.032
C 0.078 0.051 0.107
Cl -0.038 -0.089 -0.004
Cl -0.002 -0.012 0.007
Cl -0.087 0.044 -0.173
H -0.006 -0.018 -0.038
C 0.011 0.007 0.083
Cl 0.002 0.012 0.002
Cl -0.010 -0.007 -0.048
Cl 0.001 -0.004 -0.007
H -0.014 0.013 -0.036
C -0.005 -0.019 0.000
Cl -0.020 -0.022 -0.001
Cl -0.020 0.015 -0.005
Cl -0.005 -0.003 0.012
H -0.041 0.000 0.002